# 1
The following is a quantum chemistry calculation of a molecular structure, C40H48ClIrN7O5S2Si, from the OMol25 dataset.

Positions of all 105 atoms, in Å:
Ir: 1.619 0.088 1.167
N: -1.649 1.037 3.901
C: -0.499 0.748 3.230
S: -0.576 0.831 1.491
N: 0.535 0.414 3.931
N: 1.656 0.057 3.186
C: 2.663 -0.332 3.882
C: 3.957 -0.729 3.391
C: 4.856 -1.225 4.352
C: 6.121 -1.643 4.021
C: 6.518 -1.567 2.682
C: 5.673 -1.075 1.718
C: 4.372 -0.626 2.036
O: 3.655 -0.115 1.077
H: -2.404 1.470 3.404
H: -1.593 1.156 4.897
H: 2.501 -0.360 4.956
H: 4.520 -1.284 5.382
H: 6.794 -2.025 4.777
H: 7.505 -1.910 2.395
H: 5.975 -1.018 0.681
C: 3.377 8.798 -9.207
O: 3.544 9.053 -7.823
C: 3.322 8.032 -6.963
C: 2.949 6.749 -7.346
C: 2.746 5.780 -6.372
C: 2.909 6.064 -5.024
C: 3.283 7.360 -4.655
C: 3.488 8.330 -5.609
C: 2.696 5.062 -3.978
N: 2.781 5.290 -2.688
C: 2.504 4.090 -2.089
C: 2.247 3.118 -3.029
N: 2.372 3.756 -4.239
C: 1.914 1.768 -2.702
C: 1.636 0.730 -3.602
C: 1.316 -0.512 -3.116
C: 1.278 -0.734 -1.737
N: 1.552 0.235 -0.880
C: 1.862 1.473 -1.335
C: 2.134 2.478 -0.335
N: 2.069 2.081 0.957
C: 2.322 2.948 1.919
C: 2.662 4.274 1.642
C: 2.735 4.701 0.339
C: 2.463 3.790 -0.689
H: 3.593 9.734 -9.713
H: 2.353 8.493 -9.432
H: 4.073 8.031 -9.554
H: 2.814 6.491 -8.386
H: 2.452 4.791 -6.703
H: 3.408 7.586 -3.605
H: 3.781 9.334 -5.333
H: 2.266 3.346 -5.149
H: 1.670 0.905 -4.670
H: 1.095 -1.333 -3.783
H: 1.035 -1.692 -1.297
H: 2.245 2.575 2.931
H: 2.861 4.946 2.465
H: 3.001 5.719 0.086
Cl: 1.766 -2.274 1.091
C: -5.154 -4.370 4.749
C: -3.834 -3.774 4.280
C: -3.569 -2.453 4.995
C: -2.694 -4.759 4.515
O: -4.000 -3.522 2.879
Si: -2.921 -3.398 1.652
S: -1.256 -2.191 2.158
O: -2.339 -4.856 1.226
C: -2.936 -5.940 0.501
C: -2.797 -5.656 -0.990
C: -2.146 -7.182 0.886
C: -4.403 -6.101 0.884
O: -3.757 -2.811 0.376
C: -4.287 -1.513 0.080
C: -3.270 -0.795 -0.799
C: -5.583 -1.755 -0.681
C: -4.558 -0.719 1.353
H: -5.120 -4.591 5.818
H: -5.365 -5.293 4.206
H: -5.968 -3.668 4.562
H: -3.537 -2.609 6.076
H: -4.367 -1.743 4.766
H: -2.623 -2.019 4.676
H: -2.597 -4.977 5.579
H: -1.744 -4.349 4.161
H: -2.879 -5.692 3.981
H: -1.743 -5.557 -1.252
H: -3.307 -4.727 -1.243
H: -3.230 -6.470 -1.575
H: -1.087 -7.027 0.678
H: -2.494 -8.050 0.323
H: -2.261 -7.388 1.951
H: -4.978 -5.218 0.600
H: -4.501 -6.238 1.962
H: -4.830 -6.970 0.381
H: -3.061 -1.397 -1.685
H: -2.341 -0.642 -0.249
H: -3.651 0.178 -1.116
H: -5.388 -2.358 -1.569
H: -6.032 -0.810 -0.990
H: -6.294 -2.290 -0.049
H: -3.624 -0.491 1.875
H: -5.198 -1.290 2.027
H: -5.054 0.220 1.103

## Properties
ΔE to the lowest compared entry with this formula, charge and spin	0.00	kJ/mol
energy	-3963.2533	a.u.
spin multiplicity	2
orbital gap (spin up / spin down)	6.3 / 5.8	eV
<S²>	0.753
charge	0

---

# 2
The following is a quantum chemistry calculation of 2 unconnected molecules or ions with the total composition CH2Cl3ISi, from the OMol25 dataset.

Positions of all 8 atoms, in Å:
C: -0.051 0.665 0.609
Si: 0.198 -0.534 -0.885
Cl: 1.719 -1.721 -0.427
Cl: 0.777 0.531 -2.488
Cl: -1.699 -1.203 -1.316
I: -1.835 1.644 0.856
H: 0.225 -0.411 2.377
H: 0.667 1.030 1.273

## Properties
ΔE to the lowest compared entry with this formula, charge and spin	382.65	kJ/mol
energy	-2007.0799	a.u.
orbital gap (spin up / spin down)	8.0 / 8.5	eV
charge	0

---

# 3
The following is a quantum chemistry calculation of C4H3N3 in the gas phase, from the OMol25 dataset.

Positions of all 10 atoms, in Å:
C: 0.984 0.028 -0.059
C: 0.398 -1.191 -0.113
C: 0.366 1.311 0.186
C: -0.952 -1.575 0.048
N: -2.075 -1.827 0.079
N: -1.911 1.794 -0.142
N: -0.877 1.427 0.090
H: 2.091 -0.056 -0.223
H: 0.946 -1.950 -0.431
H: 1.028 2.038 0.566

## Properties
ΔE to the lowest compared entry with this formula, charge and spin	268.55	kJ/mol
energy	-318.3824	a.u.
orbital gap	8.6	eV
charge	0

---

# 4
The following is a quantum chemistry calculation of 2 unconnected molecules or ions with the total composition C3H10N2O, from the OMol25 dataset.

Positions of all 16 atoms, in Å:
H: -2.700 -0.386 -3.497
N: -2.680 -0.909 -2.640
C: -1.738 -0.640 -1.850
N: -1.666 -1.028 -0.549
C: -0.504 -0.646 0.240
C: 0.638 -1.697 0.300
H: -0.895 0.003 -2.145
H: -2.121 -1.903 -0.336
H: -0.800 -0.493 1.268
H: -0.149 0.292 -0.160
H: 1.210 -1.477 1.200
H: 1.228 -1.647 -0.612
H: 0.311 -2.739 0.323
O: 2.983 4.188 2.769
H: 3.800 3.998 3.246
H: 3.086 5.084 2.444

## Properties
ΔE to the lowest compared entry with this formula, charge and spin	112.20	kJ/mol
energy	-305.0319	a.u.
orbital gap	9.7	eV
charge	0

---

# 5
The following is a quantum chemistry calculation of 6 unconnected molecules or ions with the total composition C46H81BrO17S, from the OMol25 dataset.

Positions of all 146 atoms, in Å:
C: -5.085 -1.547 -0.068
C: -3.663 -1.039 -0.375
O: -3.610 -0.226 -1.526
C: -4.254 1.024 -1.325
C: -3.301 2.184 -1.805
O: -1.989 1.686 -1.871
C: -1.132 2.516 -2.631
C: 0.235 1.823 -2.643
O: 0.955 2.345 -1.540
C: 1.719 1.372 -0.886
C: 2.653 2.101 0.130
C: 4.018 2.298 -0.602
C: 3.956 3.052 -1.933
C: 3.842 4.590 -1.769
C: 5.329 2.804 -2.639
C: 2.985 1.201 1.333
C: 1.967 1.140 2.500
C: 0.948 -0.039 2.287
C: -0.479 0.298 1.838
C: 0.909 -0.993 3.528
C: -0.288 -0.767 4.467
C: 1.383 2.519 2.890
Br: 2.919 3.486 3.774
O: 0.405 2.370 3.817
C: -0.300 3.536 4.272
C: -1.736 3.631 3.676
C: -2.016 4.982 2.961
C: -2.817 3.371 4.747
C: -2.795 4.324 5.965
C: -3.678 5.593 5.801
C: -3.359 3.529 7.182
S: 0.971 3.571 1.440
O: 0.916 4.989 1.786
O: -0.297 3.143 0.859
O: 2.233 3.432 0.448
H: -5.044 -2.159 0.839
H: -5.769 -0.716 0.147
H: -5.492 -2.120 -0.901
H: -3.214 -0.552 0.505
H: -3.058 -1.931 -0.565
H: -5.184 1.043 -1.899
H: -4.408 1.154 -0.251
H: -3.647 2.617 -2.751
H: -3.313 2.953 -1.017
H: -1.029 3.469 -2.086
H: -1.506 2.739 -3.640
H: 0.747 2.151 -3.563
H: 0.130 0.736 -2.632
H: 1.117 0.594 -0.399
H: 2.370 0.855 -1.609
H: 4.539 1.338 -0.664
H: 4.613 2.913 0.090
H: 3.207 2.697 -2.641
H: 4.364 4.946 -0.880
H: 2.802 4.925 -1.800
H: 4.334 5.040 -2.638
H: 5.283 3.038 -3.704
H: 6.158 3.292 -2.125
H: 5.501 1.717 -2.567
H: 3.919 1.596 1.756
H: 3.235 0.219 0.931
H: 2.565 0.859 3.370
H: 1.370 -0.662 1.491
H: -1.042 0.935 2.516
H: -0.545 0.716 0.831
H: -1.029 -0.653 1.787
H: 1.869 -1.012 4.050
H: 0.789 -2.003 3.114
H: -0.533 0.280 4.656
H: -0.023 -1.200 5.442
H: -1.176 -1.319 4.150
H: 0.249 4.473 4.184
H: -0.442 3.375 5.347
H: -1.817 2.850 2.916
H: -3.038 5.290 3.202
H: -1.313 5.778 3.208
H: -2.010 4.863 1.876
H: -2.801 2.325 5.080
H: -3.795 3.506 4.265
H: -1.784 4.640 6.239
H: -4.368 5.483 4.961
H: -4.198 5.845 6.724
H: -3.026 6.432 5.532
H: -4.357 3.151 6.945
H: -3.440 4.223 8.024
H: -2.674 2.722 7.454
O: 7.948 4.647 -3.584
C: 7.657 4.641 -4.743
C: 8.371 5.369 -5.861
C: 7.352 5.316 -6.992
C: 6.601 4.031 -6.681
O: 6.622 3.917 -5.246
H: 9.283 4.823 -6.106
H: 8.611 6.386 -5.565
H: 7.791 5.325 -7.988
H: 6.674 6.168 -6.916
H: 7.090 3.151 -7.105
H: 5.569 4.060 -7.021
O: -5.807 -4.291 -1.219
C: -4.807 -4.946 -1.254
C: -4.558 -6.191 -2.078
C: -3.313 -6.778 -1.422
C: -2.626 -5.533 -0.884
O: -3.693 -4.623 -0.554
H: -4.376 -5.893 -3.113
H: -5.409 -6.864 -2.025
H: -2.689 -7.357 -2.094
H: -3.605 -7.426 -0.597
H: -1.985 -5.055 -1.630
H: -2.036 -5.732 0.008
O: 5.840 -2.017 -3.939
C: 6.560 -1.755 -3.023
C: 8.038 -1.438 -3.100
C: 8.481 -1.584 -1.648
C: 7.211 -1.224 -0.893
O: 6.132 -1.661 -1.739
H: 8.157 -0.415 -3.463
H: 8.547 -2.134 -3.760
H: 9.331 -0.961 -1.377
H: 8.749 -2.623 -1.448
H: 7.113 -0.147 -0.736
H: 7.138 -1.729 0.068
O: -2.150 -3.991 4.558
C: -3.190 -3.407 4.633
C: -4.533 -3.983 5.026
C: -5.502 -2.902 4.561
C: -4.652 -1.647 4.674
O: -3.306 -2.075 4.400
H: -4.553 -4.114 6.109
H: -4.703 -4.934 4.530
H: -6.423 -2.850 5.140
H: -5.772 -3.074 3.518
H: -4.680 -1.213 5.677
H: -4.938 -0.884 3.952
O: -3.723 -9.519 -2.355
C: -4.115 -9.672 -3.474
C: -3.487 -9.129 -4.741
C: -4.610 -9.296 -5.760
C: -5.360 -10.497 -5.207
O: -5.205 -10.414 -3.779
H: -2.615 -9.737 -4.986
H: -3.195 -8.090 -4.612
H: -4.265 -9.439 -6.782
H: -5.255 -8.416 -5.743
H: -4.937 -11.445 -5.546
H: -6.420 -10.478 -5.453

## Properties
energy	-6052.5750	a.u.
orbital gap	9.6	eV
charge	0

---

# 6
The following is a quantum chemistry calculation of a gas-phase ion, C5H8N (charge +1), from the OMol25 dataset.

Positions of all 14 atoms, in Å:
C: 0.921 1.249 -0.125
C: 0.122 -0.071 -0.008
N: 0.858 -1.324 -0.014
C: -1.254 -0.108 0.026
C: -2.946 -0.566 -0.026
C: -2.463 0.702 0.103
H: 1.209 1.707 0.836
H: 0.285 2.034 -0.573
H: 1.926 1.097 -0.718
H: 1.015 -1.749 0.933
H: 1.773 -1.274 -0.346
H: 0.422 -2.092 -0.456
H: -3.556 -1.329 0.130
H: -2.781 1.786 0.035

## Properties
ΔE to the lowest compared entry with this formula, charge and spin	468.97	kJ/mol
energy	-249.6465	a.u.
orbital gap	9.5	eV
charge	+1

---

# 7
The following is a quantum chemistry calculation of 40 unconnected molecules or ions with the total composition H80O40, from the OMol25 dataset.

Positions of all 120 atoms, in Å:
H: 2.129 4.816 0.045
H: 2.058 3.477 -0.397
O: 2.535 4.030 0.202
H: -4.267 4.027 -2.518
H: -3.235 4.240 -3.561
O: -4.131 4.020 -3.471
H: 1.279 -1.602 1.735
H: 0.130 -1.118 2.662
O: 0.895 -0.778 2.026
H: -0.247 6.230 2.011
H: 0.754 6.715 1.060
O: -0.190 6.638 1.226
H: 4.771 -4.172 -0.619
H: 3.623 -4.533 -1.477
O: 4.071 -4.789 -0.631
H: 0.897 3.353 -3.313
O: 1.368 2.542 -2.945
H: -1.030 -1.083 4.310
O: -0.960 -1.677 3.447
H: -3.756 1.480 0.386
H: -3.539 0.792 1.688
O: -3.555 1.702 1.291
H: -0.661 4.195 0.376
H: 0.664 3.880 1.000
O: -0.241 3.934 1.238
H: 1.609 -1.101 -5.031
H: 1.295 -0.351 -3.660
O: 0.941 -0.708 -4.553
H: 0.537 -0.644 4.807
H: -0.070 0.881 4.962
O: -0.086 0.025 5.338
H: 1.724 -3.880 3.253
O: 1.420 -3.591 4.075
H: 5.688 1.583 1.406
H: 5.135 0.616 0.658
O: 5.996 0.722 1.102
H: -0.186 2.358 2.746
H: -0.680 2.693 4.149
O: 0.020 2.224 3.681
H: -4.085 -1.014 1.889
H: -2.828 -0.927 2.853
O: -3.535 -0.577 2.476
H: 2.600 -0.154 2.968
H: 3.575 0.082 3.958
O: 3.175 -0.636 3.490
H: 0.681 -4.711 -2.531
H: 0.753 -3.869 -1.340
O: 1.042 -3.980 -2.310
H: 0.296 -3.842 0.975
H: -0.910 -4.330 0.191
O: -0.581 -4.102 1.116
H: -2.743 3.035 4.864
O: -2.348 3.450 4.019
H: 0.267 6.656 -1.583
H: -0.454 6.101 -0.420
O: -0.061 5.820 -1.326
H: -0.894 -6.190 2.276
O: -0.507 -6.733 1.599
H: 4.758 -1.566 -1.597
H: 3.835 -2.670 -2.075
O: 4.489 -2.104 -2.357
H: 1.537 0.285 -2.092
H: 0.442 1.211 -1.340
O: 1.165 0.475 -1.198
H: -2.966 0.674 -2.478
H: -3.885 -0.523 -1.893
O: -3.443 0.338 -1.547
H: -1.791 -5.703 -1.802
H: -1.446 -6.697 -0.663
O: -1.266 -5.888 -1.100
H: 1.098 0.999 0.689
H: 1.637 1.282 2.116
O: 1.592 1.664 1.195
H: -4.729 3.255 1.369
H: -3.813 4.513 1.425
O: -4.706 4.223 1.330
H: 3.646 -0.419 -3.362
H: 3.425 0.566 -2.218
O: 3.052 0.294 -3.074
H: -1.342 2.209 0.660
H: -1.873 1.223 -0.505
O: -1.402 2.008 -0.221
H: 5.555 -0.951 0.320
H: 4.221 -1.360 1.123
O: 4.651 -1.397 0.254
H: 3.296 0.104 -0.788
H: 3.163 1.502 0.086
O: 3.768 0.959 -0.506
H: -0.312 -4.823 4.910
O: -1.050 -4.591 4.220
H: 2.564 -5.006 0.757
H: 2.658 -3.780 0.335
O: 1.878 -4.229 0.564
H: -2.787 3.275 3.180
H: 1.972 2.424 -3.751
H: -0.272 -5.896 1.081
H: -0.884 -2.666 3.747
H: 1.922 -2.637 4.152
H: -0.439 -4.706 3.401
O: -0.861 -1.554 -0.196
H: -0.480 -1.228 0.644
H: -0.204 -1.136 -0.806
O: -1.791 -0.852 -3.884
H: -0.870 -0.908 -4.130
H: -2.303 -0.670 -4.699
O: -3.990 -1.965 -0.236
H: -3.117 -2.496 -0.209
H: -4.555 -2.412 -0.760
O: -4.232 1.326 -4.054
H: -4.092 2.285 -3.826
H: -4.840 1.455 -4.802
O: -2.052 4.205 -2.286
H: -1.496 4.835 -1.772
H: -1.519 3.476 -2.050
O: -2.098 -2.741 -2.319
H: -2.266 -1.824 -2.455
H: -1.162 -2.811 -2.195
O: 0.571 2.305 -5.416
H: 0.872 1.397 -5.543
H: -0.380 2.129 -5.016

## Properties
ΔE to the lowest compared entry with this formula, charge and spin	946.23	kJ/mol
energy	-3057.3969	a.u.
orbital gap	9.8	eV
charge	0

---

# 8
The following is a quantum chemistry calculation of 2 unconnected molecules or ions with the total composition H2N2O3S, from the OMol25 dataset.

Positions of all 8 atoms, in Å:
N: -0.477 0.369 -0.931
N: 0.119 -0.579 -0.605
O: 0.159 2.862 1.261
O: 0.428 0.464 1.848
O: 0.216 -1.837 -1.319
S: -0.399 1.586 1.473
H: 0.460 -0.965 0.308
H: -0.505 -1.901 -2.034

## Properties
ΔE to the lowest compared entry with this formula, charge and spin	113.01	kJ/mol
energy	-734.4984	a.u.
orbital gap	9.4	eV
charge	0

---

# 9
The following is a quantum chemistry calculation of C4H9NO in the gas phase, from the OMol25 dataset.

Positions of all 15 atoms, in Å:
C: -1.543 0.717 0.341
C: -0.802 -0.070 -0.717
N: 0.456 0.470 -1.247
C: 0.483 -0.761 -0.458
C: 1.222 -0.645 0.869
O: 1.420 0.694 1.247
H: -1.859 0.053 1.153
H: -0.901 1.488 0.769
H: -2.439 1.183 -0.080
H: -1.451 -0.557 -1.445
H: 0.569 0.294 -2.240
H: 0.643 -1.700 -0.988
H: 2.186 -1.175 0.792
H: 0.641 -1.143 1.656
H: 1.435 1.191 0.410

## Properties
ΔE to the lowest compared entry with this formula, charge and spin	186.38	kJ/mol
energy	-287.7615	a.u.
orbital gap	10.7	eV
charge	0

---

# 10
The following is a quantum chemistry calculation of a molecular structure, CaO12P3Sr4, from the OMol25 dataset.

Positions of all 20 atoms, in Å:
Sr: 2.007 -2.615 1.099
Sr: -2.077 0.540 -2.119
Sr: -1.409 -0.692 2.687
Sr: 0.708 1.647 0.142
Ca: 0.794 -1.593 -2.172
P: -1.147 -1.771 -0.331
O: -2.230 -1.754 0.785
O: -1.479 -1.770 -1.825
O: 0.104 -2.683 -0.299
O: -0.473 -0.368 -0.450
P: 2.918 -0.371 -0.668
O: 1.933 0.221 -1.680
O: 2.866 -1.877 -0.906
O: 2.265 -0.133 0.732
O: 4.292 0.326 -0.760
P: -1.808 2.525 1.158
O: -1.176 3.911 1.194
O: -1.856 2.176 -0.341
O: -3.244 2.730 1.705
O: -0.987 1.551 2.049

## Properties
energy	-2728.1634	a.u.
spin multiplicity	2
orbital gap (spin up / spin down)	2.9 / 3.7	eV
<S²>	0.750
charge	0

---

# 11
The following is a quantum chemistry calculation of 4 unconnected molecules or ions with the total composition C4H18N2O5, from the OMol25 dataset.

Positions of all 29 atoms, in Å:
N: 1.397 0.208 1.613
C: 1.235 -1.164 1.131
C: -0.288 -1.302 1.031
O: -0.709 -2.658 0.879
C: 1.948 -1.314 -0.232
N: 1.319 -0.951 -1.488
C: 1.147 0.464 -1.636
O: 0.186 1.053 -0.768
H: 0.823 0.418 2.413
H: 2.342 0.510 1.570
H: 1.532 -1.974 1.791
H: -0.664 -0.859 0.131
H: -0.788 -0.912 1.918
H: -0.644 -3.249 1.635
H: 2.374 -2.315 -0.282
H: 2.799 -0.628 -0.118
H: 0.392 -1.348 -1.593
H: 0.822 0.758 -2.632
H: 2.143 0.889 -1.535
H: 0.643 1.427 -0.003
O: -1.277 2.779 0.327
H: -1.246 1.881 0.656
H: -1.965 3.305 0.726
O: -1.932 1.077 -2.656
H: -2.150 2.002 -2.770
H: -1.248 1.062 -1.968
O: -2.485 0.393 0.923
H: -2.275 -0.065 0.105
H: -3.433 0.512 0.833

## Properties
ΔE to the lowest compared entry with this formula, charge and spin	267.34	kJ/mol
energy	-648.8680	a.u.
orbital gap	9.8	eV
charge	0

---

Question: charge of number 11 (C4H18N2O5)?
Answer: 0